No. 1
Molecular formula: C13H23BIrN6OSi
Method: DFT, ωB97M-V/def2-TZVPD

Positions of all 46 atoms, in Å:
H 1.83718 -1.89621 0.77324
N 0.01899 -1.57013 -0.23943
B -2.22518 -1.68860 -1.43504
N -1.02134 -2.36376 -0.67038
C -0.77856 -3.62875 -0.25838
Ir 0.18706 0.42195 -0.72197
H -1.50846 -4.41479 -0.45990
C 0.43748 -3.65168 0.40299
H 0.93971 -4.48762 0.89152
C 0.92896 -2.35076 0.38372
H -3.07487 -2.46968 -1.73272
C 0.76344 2.24307 -1.04287
H 1.57388 2.65591 -0.39764
H -0.28075 2.50113 -0.69666
H 0.88881 2.57808 -2.11197
N -1.58327 -0.96615 -2.64947
N -2.69912 -0.56319 -0.47026
N -0.55707 -0.06292 -2.45891
N -1.75220 0.31667 0.02060
C -1.76298 -1.07405 -3.96581
C -3.88379 -0.30173 0.11993
H -2.50410 -1.76268 -4.32504
H -4.76165 -0.91532 -0.10593
C -0.89753 -0.25157 -4.63360
C -3.72637 0.77171 0.99580
C -0.13936 0.40618 -3.66997
C -2.36982 1.12536 0.90430
H -0.78292 -0.10062 -5.69124
H -4.46791 1.23181 1.62550
H 0.65319 1.11451 -3.72338
H -1.82180 1.89119 1.43130
H 1.75616 0.48180 -1.33025
C 3.57516 0.60368 1.39751
Si 1.90888 1.05408 2.18354
C 1.83979 0.18885 3.85149
C 1.87075 2.91909 2.46258
O 0.58232 0.53464 1.40378
H 4.37647 0.86342 2.10895
H 3.76097 1.15070 0.46293
H 3.65384 -0.47343 1.19037
H 2.66279 0.53660 4.48755
H 0.88540 0.40185 4.35298
H 1.91657 -0.90053 3.73348
H 2.02706 3.49240 1.53924
H 0.89830 3.21756 2.88266
H 2.65587 3.19191 3.18486

Values from the calculation:
- Charge: +2
- LUMO (alpha / beta): -5.68 / -10.86 eV
- Multiplicity: 6
- Energy above the lowest of the compared OMol25 structures with the same formula, charge and spin: 152.9 kJ/mol
- Frontier orbital gap (alpha / beta): 7.89 / 4.70 eV

No. 2
Molecular formula: C31H38ClN13O2SiV
Method: DFT, ωB97M-V/def2-TZVPD

Positions of all 87 atoms, in Å:
V 0.64377 1.22806 0.59339
C 0.44262 3.82647 -6.28358
C 0.19006 3.24160 -4.91831
C -0.89706 2.43371 -4.65685
C -1.18486 1.91053 -3.39074
C -2.41476 1.16319 -3.27353
N -2.96959 0.73343 -2.21227
C -4.23988 0.05379 -2.35716
C -4.14816 -1.43165 -2.02458
C -3.59075 -1.71119 -0.62466
N -2.15748 -1.68116 -0.52545
C -1.40236 -2.76932 -0.82257
C -0.00441 -2.82947 -0.79035
C 0.65253 -4.07003 -0.96810
C 2.02725 -4.22881 -0.81588
C 2.66290 -5.58851 -0.96415
C 2.77731 -3.12526 -0.46443
C 2.17664 -1.85281 -0.28591
C 3.01106 -0.78452 0.17280
N 2.70060 0.40588 0.53384
C 3.80796 1.17317 1.11874
C 4.10720 2.49078 0.42135
C 2.93997 3.46879 0.40627
N 1.83759 2.88923 -0.35279
C 1.70099 3.40937 -1.51207
C 0.80424 3.01714 -2.57761
C 1.01959 3.53585 -3.83612
C -0.30345 2.17243 -2.29675
O -0.49986 1.72402 -1.12560
C 0.80796 -1.65898 -0.50049
O 0.25906 -0.49617 -0.47255
H -0.23902 3.39703 -7.02003
H 1.46374 3.63493 -6.62340
H 0.29500 4.90989 -6.28587
H -1.58483 2.20186 -5.46746
H -2.93017 1.00149 -4.23526
H -2.47016 1.31558 -0.57251
H -4.64190 0.17426 -3.37515
H -4.94952 0.51929 -1.66393
H -3.51811 -1.94217 -2.75948
H -5.15607 -1.85489 -2.10209
H -3.92499 -2.70155 -0.29738
H -4.00588 -0.98515 0.08061
H -1.65010 -0.80641 -0.46945
H -1.95435 -3.68997 -0.98850
H 0.04223 -4.93899 -1.20369
H 2.17091 -6.17212 -1.74560
H 2.59907 -6.16456 -0.03613
H 3.71903 -5.49772 -1.22494
H 3.84742 -3.22293 -0.30531
H 4.06445 -1.07244 0.27509
H 4.71474 0.55631 1.11112
H 3.54849 1.39043 2.15304
H 4.43549 2.30354 -0.60853
H 4.94350 2.95475 0.95488
H 3.24525 4.41221 -0.05505
H 2.61847 3.69033 1.41787
H 2.36568 4.23165 -1.78191
H 1.85875 4.21262 -3.97327
N -1.31640 2.40595 3.47670
C 0.05730 2.56154 3.54180
N 0.62372 2.92234 4.67882
N 1.93614 2.92234 4.39873
N 2.13062 2.58035 3.17693
N 0.93985 2.35631 2.56349
C -2.00448 2.10875 2.34978
N -3.35140 2.09983 2.29126
N -3.64040 1.73477 1.06288
N -2.52536 1.55789 0.43954
N -1.45509 1.77192 1.19746
H -1.84158 2.76436 4.25376
Cl 0.01159 5.78404 -0.84843
C -1.75520 -2.05993 5.12496
Si -0.51704 -2.57138 3.80583
C -1.35146 -3.79918 2.65214
C 0.92408 -3.44567 4.64593
C 0.05052 -1.14275 2.87472
C 0.33619 -0.24386 2.09414
H -2.12776 -2.91976 5.68947
H -2.60745 -1.55400 4.66578
H -1.29271 -1.35810 5.82295
H -1.71859 -4.68332 3.18302
H -0.64875 -4.11749 1.87822
H -2.19447 -3.32047 2.14765
H 0.59052 -4.32111 5.21109
H 1.43480 -2.76563 5.33155
H 1.64901 -3.77457 3.89824

Values from the calculation:
- Charge: -2
- LUMO (alpha / beta): 4.27 / 4.25 eV
- Multiplicity: 4
- Energy above the lowest of the compared OMol25 structures with the same formula, charge and spin: 0.0 kJ/mol
- Frontier orbital gap (alpha / beta): 5.02 / 6.54 eV

No. 3
Molecular formula: CHFINO2
Method: DFT, ωB97M-V/def2-TZVPD

Positions of all 7 atoms, in Å:
C 0.37505 0.36106 -0.21305
N -0.45614 -0.57499 0.52441
O 0.00277 -0.86542 1.62437
O -1.46064 -1.02090 -0.02961
F 0.27861 1.54103 0.49173
I -0.40278 0.68953 -2.19113
H 1.66312 -0.13030 -0.20671

Values from the calculation:
- LUMO: -0.93 eV
- Multiplicity: 1
- Energy above the lowest of the compared OMol25 structures with the same formula, charge and spin: 113.2 kJ/mol
- Frontier orbital gap: 9.33 eV